{
  "formula": "C3H17O7",
  "method": "wB97M-V/def2-TZVPD",
  "elements": ["C", "O", "C", "C", "O", "H", "H", "H", "H", "H", "H", "H", "H", "H", "O", "H", "H", "O", "H", "H", "O", "H", "H", "O", "H", "H", "O"],
  "coordinates": [[-0.613120, 1.242522, -1.524780], [-1.672513, 1.521491, -0.672964], [-0.529866, -0.262510, -1.975064], [0.536957, -0.984074, -1.234944], [1.878566, -0.537455, -1.634860], [-0.744660, 1.886433, -2.422347], [0.408573, 1.476407, -1.145605], [-0.445750, -0.241222, -3.064735], [-1.538610, -0.674536, -1.835320], [0.492240, -0.826721, -0.153957], [0.668890, -2.042040, -1.402724], [1.760078, 0.185557, -2.257998], [0.676205, 2.121022, 1.015405], [-0.746871, 1.959052, 0.569419], [-0.202134, 2.183067, 1.383190], [2.189107, 0.525490, 1.416303], [2.503201, -0.033616, 0.037950], [2.857676, 0.553091, 0.717848], [1.324065, -1.258658, 2.202404], [0.537056, 0.045812, 2.470438], [1.236420, -0.510606, 2.806938], [-1.915289, 0.180034, 1.745577], [-2.122299, 0.460252, 0.117029], [-2.305640, -0.223542, 0.934930], [-1.860615, -1.741246, 0.848116], [-0.949923, -2.408500, 1.939771], [-1.421733, -2.595516, 1.119984]],
  "forces_ev_per_angstrom": [[-0.73, -0.13, -0.72], [0.84, -0.17, -0.05], [-1.36, 1.27, -0.18], [1.75, -0.45, -0.12], [-0.35, 0.19, -0.23], [0.29, -0.31, 0.01], [-0.29, 0.25, 0.28], [0.70, -0.48, -0.09], [0.33, -0.15, 0.37], [-0.49, 0.10, -0.05], [-0.92, -0.52, -0.01], [0.13, 0.11, 0.12], [0.68, 0.17, 0.06], [-0.79, 0.14, 0.12], [0.08, -0.35, 0.15], [0.42, -0.06, 0.17], [0.15, 0.14, -0.53], [-0.08, 0.23, 0.29], [-0.17, 0.19, 0.03], [-0.68, 0.38, -0.32], [0.42, -0.47, 0.36], [-0.46, -0.23, -1.19], [0.36, 0.17, 0.77], [-0.11, 0.54, 0.49], [0.30, 0.05, 0.61], [-0.27, 0.14, -0.20], [0.26, -0.74, -0.16]],
  "lowdin_charge": [-0.3631, -0.2964, -0.1661, -0.2283, -0.1220, 0.0993, 0.0935, 0.1022, 0.1187, 0.0948, 0.1102, 0.0780, -0.0084, -0.0191, -0.1002, -0.0187, -0.0175, -0.0754, 0.0445, 0.0078, -0.0503, 0.0421, 0.0022, -0.1667, -0.0302, -0.0010, -0.1300],
  "spin_multiplicity": 1,
  "total_charge": -1,
  "lumo_energy_ev": 3.386,
  "e_above_lowest_kj_mol": 27.98,
  "homo_energy_ev": -5.03
}